107
Properties=species:S:1:pos:R:3:forces:R:3:lowdin_charge:R:1 method="wB97M-V/def2-TZVPD" charge=+1 e_lumo_ev=-1.4 orbital_gap_ev=10.477 total_energy_ev=-55082.5622
N -0.047 -1.431 -0.210 0.72 3.13 0.20 0.32
H -0.347 -0.402 -0.324 0.42 -0.82 0.34 0.11
H 0.972 -1.458 -0.034 -0.02 -0.13 0.43 0.10
H -0.172 -1.821 -1.118 -0.67 -1.32 -1.03 0.07
H -0.589 -1.812 0.548 -0.38 -1.00 0.20 0.09
C -4.086 -2.495 -3.726 -0.82 -0.88 0.51 -0.14
O -3.081 -1.769 -3.088 0.67 0.23 0.93 -0.14
H -4.274 -3.507 -3.320 0.57 0.30 -0.39 0.10
H -5.054 -2.045 -3.735 -0.66 1.04 1.11 0.07
H -3.933 -2.427 -4.754 0.79 -0.95 -2.05 0.06
H -2.274 -2.321 -2.999 -0.30 0.14 0.05 0.06
C -1.238 1.462 1.151 0.51 0.75 -0.39 -0.09
O -1.105 1.189 -0.267 0.74 0.15 0.82 -0.19
H -0.249 1.253 1.591 -0.51 0.11 0.15 0.07
H -1.463 2.561 1.272 0.03 -1.15 0.16 0.09
H -2.024 0.815 1.587 0.37 0.46 -0.10 0.09
H -1.958 0.831 -0.522 -0.97 -0.27 -0.63 0.01
C -0.573 -4.391 -1.881 1.42 -1.20 0.39 -0.14
O -0.588 -3.105 -2.425 -0.08 0.66 -1.67 -0.20
H -1.478 -4.828 -1.551 -1.79 0.16 -0.28 0.06
H -0.108 -5.132 -2.539 0.02 0.27 -0.16 0.10
H -0.025 -4.443 -0.951 0.74 0.38 0.33 0.07
H -0.080 -3.159 -3.347 -0.57 -0.32 1.70 0.07
C -0.453 1.459 4.519 -1.88 0.51 0.99 -0.20
O 0.784 0.993 4.116 -0.60 -1.21 -1.24 -0.10
H -0.833 2.375 4.015 0.71 -0.13 0.21 0.08
H -1.254 0.744 4.324 0.32 -0.45 -0.12 0.07
H -0.464 1.602 5.620 -0.12 0.22 -0.47 0.09
H 1.391 1.583 4.507 1.65 0.98 0.70 0.02
C 4.225 -0.574 2.988 1.91 -0.63 -0.07 -0.10
O 4.874 -1.048 1.758 0.16 0.34 0.10 -0.18
H 4.184 0.525 3.030 0.40 -0.31 0.13 0.08
H 3.195 -0.893 2.898 -0.08 -0.38 0.35 0.06
H 4.824 -1.048 3.846 -1.41 0.92 -0.89 0.11
H 5.854 -0.959 1.763 -1.21 0.08 0.33 0.10
C 1.640 5.172 2.574 0.87 2.23 0.36 -0.19
O 0.866 4.019 2.519 0.38 -0.62 0.08 -0.14
H 1.184 5.725 3.419 0.89 0.08 -0.26 0.09
H 2.804 5.118 2.648 -2.00 -0.57 0.32 0.12
H 1.477 5.802 1.688 -0.06 -0.06 -0.02 0.07
H 1.220 3.528 1.776 -0.02 -1.13 -0.38 0.04
C -3.309 -6.106 1.273 1.76 -1.82 1.71 -0.07
O -1.815 -6.001 1.358 -1.30 0.16 0.49 -0.17
H -3.752 -6.263 2.288 0.50 -0.19 -0.70 0.09
H -3.695 -5.170 0.986 -0.27 0.95 -1.07 0.05
H -3.497 -6.987 0.637 -0.41 0.77 0.09 0.09
H -1.507 -6.535 2.112 -0.29 0.21 -0.49 0.09
C -0.162 0.605 -3.656 -0.53 -0.89 0.68 -0.12
O 0.743 0.637 -2.534 -0.17 -0.55 -1.18 -0.12
H 0.133 1.248 -4.455 0.43 0.67 -0.49 0.07
H -0.217 -0.409 -4.071 0.13 0.14 0.22 0.07
H -1.180 0.867 -3.349 0.09 0.03 0.04 0.09
H 0.336 1.226 -1.906 -0.08 0.49 0.82 0.02
C -1.982 -2.676 2.917 0.67 1.36 0.59 -0.15
O -1.603 -3.216 1.683 0.40 0.67 -0.83 -0.16
H -2.054 -3.397 3.727 0.37 -0.17 0.07 0.08
H -1.247 -1.836 3.180 -0.94 -1.22 -0.07 0.10
H -2.965 -2.227 2.840 -0.30 0.23 -0.08 0.07
H -1.578 -4.174 1.645 -0.06 -0.71 0.22 0.02
C 3.181 2.430 0.065 -1.20 -2.86 -0.99 -0.09
O 1.816 2.179 0.480 0.38 0.96 -0.49 -0.17
H 3.262 2.344 -1.038 -0.03 -0.09 0.45 0.09
H 3.536 3.372 0.316 0.66 1.79 0.91 0.05
H 3.741 1.599 0.513 0.27 0.54 -0.11 0.08
H 1.271 2.699 -0.152 -0.03 -0.37 0.20 0.03
C 0.134 3.958 -2.523 0.56 -0.33 -1.44 -0.14
O 0.274 3.680 -1.160 -0.65 0.32 0.73 -0.15
H 0.000 5.027 -2.762 -0.07 -0.35 0.29 0.09
H 1.072 3.621 -2.989 -0.19 0.28 0.04 0.09
H -0.647 3.354 -3.029 0.02 0.39 0.47 0.08
H -0.543 3.959 -0.701 0.24 -0.02 -0.20 0.06
C -2.051 5.862 1.037 -1.06 1.03 -0.25 -0.11
O -2.090 5.086 -0.210 0.15 0.23 1.60 -0.16
H -2.997 5.663 1.751 2.10 0.56 -1.81 0.12
H -1.137 5.581 1.552 -0.09 -0.19 0.14 0.04
H -1.922 6.975 0.714 -0.57 -1.82 0.99 0.11
H -2.725 5.550 -0.742 -0.42 0.03 -0.65 0.07
C 3.532 -0.769 -4.836 0.84 -1.55 -0.98 -0.10
O 2.176 -1.230 -4.642 0.99 -0.12 -0.40 -0.14
H 3.991 -0.443 -3.887 -0.41 0.30 -0.46 0.09
H 4.152 -1.680 -5.127 -0.68 1.34 -0.12 0.10
H 3.484 0.008 -5.625 0.60 -0.41 0.56 0.09
H 2.039 -0.821 -3.811 -1.36 0.49 1.55 0.02
C -4.692 0.211 -0.659 2.23 -0.23 0.21 -0.05
O -3.263 -0.107 -0.890 -1.61 0.02 0.58 -0.15
H -5.333 -0.620 -0.416 0.01 -0.63 -0.55 0.08
H -4.660 0.783 0.226 -0.01 0.79 1.13 0.06
H -5.040 0.870 -1.415 -0.55 0.14 -0.96 0.07
H -3.156 -0.756 -1.599 -0.36 -0.22 -0.49 0.04
C 2.358 -3.314 1.353 -0.13 2.05 1.44 -0.13
O 2.572 -2.207 0.488 1.70 0.77 0.00 -0.17
H 3.074 -3.399 2.166 0.46 0.26 -0.09 0.09
H 1.429 -3.069 1.859 -0.51 -0.80 -0.03 0.07
H 2.392 -4.204 0.823 -0.41 -1.76 -1.02 0.06
H 3.460 -1.800 0.697 -1.01 -0.43 -0.28 0.07
C 2.423 4.505 6.096 -1.69 -2.23 -0.47 -0.10
O 2.357 3.412 5.124 -0.26 0.32 -0.15 -0.17
H 1.490 4.454 6.710 0.72 0.52 -0.37 0.09
H 3.256 4.258 6.709 0.64 -0.04 0.54 0.07
H 2.580 5.434 5.610 -0.03 0.97 -0.35 0.06
H 1.683 3.562 4.425 0.49 0.39 0.57 0.03
C -0.066 -3.628 -5.668 -0.53 -1.53 1.88 -0.06
O 0.783 -3.632 -4.500 -1.22 -0.75 -0.58 -0.10
H -0.507 -4.605 -5.682 -0.28 -0.69 -0.01 0.08
H -0.904 -2.971 -5.549 -0.18 0.96 -0.25 0.08
H 0.477 -3.575 -6.556 0.92 0.77 -1.42 0.08
H 1.340 -2.879 -4.587 1.46 1.47 -0.09 0.03